2 unconnected molecules or ions with the total composition H4O2, computed with ωB97M-V/def2-TZVPD.

```
6
Properties=species:S:1:pos:R:3:forces:R:3
H 0.000 -0.220 2.208 0.1 0.4 0.0
H -0.209 -1.422 1.306 0.5 1.9 -0.4
H -0.031 1.380 -1.678 0.1 -0.2 0.6
H 0.107 0.280 -0.456 -0.3 0.9 -2.0
O 0.046 -0.447 1.274 -0.6 -2.3 0.4
O -0.029 0.445 -1.447 0.2 -0.7 1.3
```
Positions in Å, forces in eV/Å.

frontier orbital gap	11.272	eV
structure (SMILES)	O.O

---

A molecular structure, H4O2P3, computed with ωB97M-V/def2-TZVPD.

```
9
Properties=species:S:1:pos:R:3:forces:R:3
O -3.596 0.754 -0.009 -0.1 0.9 0.4
O 0.614 -1.953 -0.568 0.1 -1.6 -0.5
P -2.544 -0.244 -0.357 0.8 0.3 -2.3
P 1.728 0.703 -0.203 0.6 -0.5 0.8
P 0.157 -0.864 0.341 -1.4 2.8 -2.7
H 0.539 -1.038 1.598 1.0 -0.5 2.6
H -2.452 -1.028 0.723 -0.2 -1.8 2.0
H 1.489 0.602 -1.578 -0.4 0.2 -0.2
H 1.064 1.907 0.054 -0.4 0.4 -0.2
```
Positions in Å, forces in eV/Å.

total charge	-1
frontier orbital gap (spin up / spin down)	7.418 / 7.419	eV

---

The calculation returns the following energy relative to the best compared isomer or geometry (same formula, charge and spin) values, one per record and in order: 17.3, 200.1 kJ/mol.